59
Properties=species:S:1:pos:R:3:lowdin_charge:R:1 method="wB97M-V/def2-TZVPD" smiles="CCn1c(SCC(=O)NC2CCCCC2)nnc1[C@@H](CO)NC(=O)c1ccccc1" lumo_energy_ev=0.54 relative_energy_kj_mol=0.0 orbital_gap_ev=9.3 homo_ev=-8.8 total_energy_ha=-1715.382616
C -2.26830 -2.82218 0.60531 -0.058
C -1.34943 -1.88553 1.38355 -0.187
N -0.55085 -1.08376 0.49101 0.001
C 0.53277 -1.50422 -0.22448 -0.598
S 1.18507 -3.10317 -0.07554 1.016
C 2.58433 -3.01403 -1.23791 -0.344
C 3.78862 -2.30356 -0.61586 -0.570
O 4.69509 -2.92104 -0.09828 0.051
N 3.72823 -0.96983 -0.73110 0.090
C 4.69445 -0.07390 -0.13095 -0.314
C 5.20700 0.91773 -1.17531 -0.150
C 6.21087 1.88069 -0.54877 -0.202
C 5.57634 2.62830 0.61983 -0.212
C 5.06434 1.64214 1.66495 -0.201
C 4.06019 0.67713 1.04282 -0.149
N 0.97851 -0.53884 -0.99080 0.012
N 0.19251 0.53093 -0.78546 0.077
C -0.71689 0.21448 0.09492 -0.230
C -1.78064 1.14129 0.58788 -0.205
C -1.46146 2.58588 0.15555 -0.214
O -1.45568 2.71779 -1.23675 -0.065
N -3.06983 0.76060 0.04938 0.129
C -4.06059 0.25543 0.82248 -0.450
O -3.87316 -0.05587 1.98580 0.054
C -5.36359 0.05498 0.13204 -0.139
C -6.16495 -1.00288 0.55243 -0.019
C -7.38827 -1.23358 -0.04760 -0.071
C -7.82836 -0.39967 -1.06257 -0.080
C -7.04519 0.66776 -1.47062 -0.076
C -5.81525 0.89689 -0.88012 -0.030
H -1.68772 -3.50227 -0.01353 0.053
H -2.94382 -2.25199 -0.02929 0.072
H -2.86073 -3.40357 1.30488 0.083
H -1.94781 -1.21953 2.00901 0.105
H -0.66907 -2.46664 2.01277 0.117
H 2.23076 -2.51595 -2.13863 0.082
H 2.84278 -4.05298 -1.43895 0.084
H 2.87058 -0.55139 -1.08826 0.092
H 5.51817 -0.69853 0.23044 0.152
H 5.67093 0.37166 -1.99866 0.117
H 4.35882 1.47890 -1.57528 0.120
H 6.55917 2.59065 -1.30145 0.108
H 7.07635 1.31819 -0.19214 0.115
H 6.30749 3.30140 1.07160 0.106
H 4.74408 3.23398 0.25389 0.113
H 4.59506 2.18152 2.49030 0.108
H 5.90459 1.07432 2.07007 0.116
H 3.71593 -0.04166 1.78983 0.119
H 3.19072 1.23143 0.67840 0.114
H -1.85515 1.07725 1.68051 0.158
H -2.24437 3.25162 0.52781 0.129
H -0.50027 2.88555 0.59187 0.125
H -0.71765 2.18207 -1.57145 0.066
H -3.24407 1.05801 -0.89920 0.137
H -5.80919 -1.63370 1.35319 0.117
H -8.00132 -2.06036 0.27850 0.105
H -8.78562 -0.57530 -1.53039 0.104
H -7.39546 1.32737 -2.25065 0.105
H -5.22903 1.75003 -1.19103 0.113

11
Properties=species:S:1:pos:R:3:lowdin_charge:R:1 method="wB97M-V/def2-TZVPD" smiles=N#Cc1cc[nH]c1 lumo_energy_ev=0.62 relative_energy_kj_mol=16.0 orbital_gap_ev=9.7 homo_ev=-9.1 total_energy_ha=-302.422208
N 3.36841 -0.03767 -0.07231 0.133
C 2.21163 0.10950 -0.00290 -0.197
C 0.79893 0.10102 0.01923 -0.245
C -0.15388 1.19148 -0.03472 -0.031
C -1.37883 0.60523 -0.05284 -0.120
N -1.19451 -0.74879 -0.11030 0.010
C 0.08605 -1.09025 -0.02229 -0.071
H 0.03264 2.28082 0.02269 0.120
H -2.33271 1.04315 0.00637 0.102
H -1.93690 -1.38957 0.21241 0.174
H 0.49918 -2.06490 0.03467 0.126

12
Properties=species:S:1:pos:R:3:lowdin_charge:R:1 method="wB97M-V/def2-TZVPD" smiles="O=C1CC(O)C1" lumo_energy_ev=0.77 relative_energy_kj_mol=128.7 orbital_gap_ev=10.4 homo_ev=-9.6 total_energy_ha=-306.457259
O -1.97832 1.68230 -0.08666 0.103
C -1.08778 0.87802 -0.02208 -0.388
C -0.99901 -0.60662 0.32858 -0.022
C 0.45700 -0.60933 -0.22713 -0.365
O 1.42496 -1.12074 0.66206 -0.032
C 0.40339 0.93128 -0.31298 -0.045
H -0.98964 -0.73132 1.41756 0.132
H -1.75999 -1.24588 -0.12522 0.121
H 0.59029 -1.06571 -1.21695 0.145
H 2.28424 -0.81934 0.33187 0.099
H 0.71213 1.40003 -1.24626 0.120
H 0.93263 1.33261 0.55574 0.132